Entry 1:
This record from OMol25 describes C43H63F5MgN2O3Te as an isolated structure. The level of theory is ωB97M-V/def2-TZVPD.

Geometry as ORCA input:
```
! wB97M-V def2-TZVPD RIJCOSX def2/J DEFGRID3
* xyz -2 1
Mg -0.713 0.683 -1.971
C -0.059 0.478 -5.843
N -0.258 -0.355 -4.674
C -1.527 -1.061 -4.750
C 0.905 -1.192 -4.446
C 0.674 -2.144 -3.297
N 0.573 -1.569 -1.943
C -0.189 -2.578 -1.146
C -1.233 -2.186 -0.133
C -1.367 -2.926 1.032
C -2.510 -2.847 1.826
C -3.496 -1.953 1.406
C -3.413 -1.188 0.244
C -2.257 -1.312 -0.571
O -2.138 -0.692 -1.718
C -4.579 -0.297 -0.208
C -5.097 -0.775 -1.577
C -5.754 -0.351 0.769
C -4.135 1.172 -0.318
C -2.748 -3.817 2.988
C -1.530 -3.910 3.911
C -3.944 -3.397 3.846
C -3.035 -5.217 2.419
C 1.969 -1.397 -1.440
C 2.287 -0.605 -0.203
C 2.580 -1.272 0.974
C 3.106 -0.616 2.084
C 3.363 0.740 1.922
C 3.133 1.456 0.745
C 2.503 0.801 -0.356
O 2.152 1.394 -1.469
C 3.550 2.929 0.659
C 4.495 3.119 -0.541
C 2.294 3.800 0.545
C 4.328 3.411 1.888
C 3.471 -1.385 3.358
C 3.813 -0.454 4.522
C 4.686 -2.283 3.085
C 2.296 -2.264 3.794
H 0.083 -0.136 -6.756
H 0.810 1.114 -5.706
H -0.923 1.127 -5.984
H -1.480 -1.932 -5.429
H -2.282 -0.372 -5.123
H -1.858 -1.385 -3.762
H 1.757 -0.528 -4.262
H 1.147 -1.806 -5.334
H 1.447 -2.925 -3.328
H -0.269 -2.647 -3.489
H 0.522 -3.276 -0.684
H -0.750 -3.158 -1.880
H -0.577 -3.634 1.279
H -4.394 -1.866 2.005
H -5.459 -1.808 -1.506
H -4.298 -0.728 -2.318
H -5.927 -0.138 -1.906
H -6.163 -1.363 0.868
H -6.549 0.300 0.392
H -5.471 0.009 1.763
H -3.293 1.283 -0.997
H -3.843 1.555 0.665
H -4.963 1.786 -0.693
H -1.307 -2.934 4.345
H -0.640 -4.248 3.375
H -1.723 -4.620 4.724
H -3.822 -2.374 4.213
H -4.025 -4.066 4.710
H -4.884 -3.453 3.291
H -2.209 -5.551 1.787
H -3.940 -5.197 1.805
H -3.174 -5.949 3.225
H 2.530 -0.920 -2.242
H 2.381 -2.409 -1.309
H 2.413 -2.348 1.001
H 3.796 1.278 2.756
H 4.113 2.619 -1.427
H 5.475 2.690 -0.300
H 4.627 4.184 -0.768
H 1.614 3.411 -0.210
H 2.545 4.835 0.279
H 1.769 3.800 1.504
H 5.205 2.786 2.083
H 3.709 3.436 2.790
H 4.675 4.433 1.696
H 4.698 0.155 4.312
H 4.022 -1.050 5.417
H 2.978 0.218 4.745
H 5.560 -1.674 2.830
H 4.488 -2.952 2.244
H 4.929 -2.894 3.964
H 1.394 -1.662 3.912
H 2.518 -2.767 4.744
H 2.081 -3.033 3.048
C -1.863 2.030 -3.226
H -2.398 2.792 -2.629
H -2.640 1.460 -3.776
H -1.280 2.589 -3.981
C 1.666 5.218 -4.592
Te 1.849 3.800 -2.969
C 3.504 2.914 -3.975
H 1.450 4.708 -5.536
H 2.591 5.794 -4.689
H 0.844 5.901 -4.364
H 4.407 3.512 -3.835
H 3.269 2.828 -5.037
H 3.650 1.922 -3.541
F -1.951 3.912 4.548
C -1.656 3.276 3.393
C -1.736 3.932 2.181
F -2.104 5.227 2.159
C -1.434 3.281 1.002
F -1.522 3.979 -0.140
C -1.032 1.930 0.948
O -0.756 1.301 -0.135
C -0.983 1.301 2.209
F -0.648 0.007 2.267
C -1.279 1.949 3.390
F -1.208 1.280 4.557
*
```

## Properties
Maximum force = 0.7 eV Å⁻¹
Energy relative to the best compared isomer or geometry (same formula, charge and spin) = 0.6669 eV


Entry 2:
This record from OMol25 describes C43H63FeN5O3S as an isolated structure at a distorted geometry. The level of theory is ωB97M-V/def2-TZVPD.

Geometry as ORCA input:
```
! wB97M-V def2-TZVPD RIJCOSX def2/J DEFGRID3
* xyz 0 5
Fe 0.296 0.174 -0.444
C 0.378 0.560 -3.884
N 0.447 -0.534 -2.932
C 1.681 -1.285 -3.151
C -0.747 -1.386 -3.064
C -1.754 -1.287 -1.915
N -1.141 -1.518 -0.604
C -0.440 -2.812 -0.546
C 0.447 -2.980 0.655
C 0.234 -4.046 1.511
C 1.053 -4.265 2.612
C 2.077 -3.348 2.804
C 2.327 -2.252 1.980
C 1.509 -2.068 0.852
O 1.677 -1.095 -0.035
C 3.470 -1.322 2.399
C 3.611 -0.105 1.489
C 4.802 -2.085 2.387
C 3.193 -0.786 3.814
C 0.872 -5.427 3.586
C -0.322 -6.305 3.211
C 2.132 -6.303 3.584
C 0.639 -4.882 5.001
C -2.126 -1.449 0.500
C -2.458 -0.108 1.101
C -3.737 0.403 1.096
C -4.083 1.515 1.870
C -3.105 2.014 2.725
C -1.788 1.548 2.745
C -1.422 0.545 1.822
O -0.190 0.161 1.641
C -0.778 1.986 3.808
C -0.558 0.790 4.747
C 0.590 2.383 3.228
C -1.284 3.168 4.640
C -5.490 2.097 1.778
C -5.654 3.352 2.636
C -5.787 2.479 0.320
C -6.520 1.059 2.243
H 0.426 0.193 -4.921
H -0.551 1.101 -3.741
H 1.213 1.240 -3.720
H 1.697 -1.754 -4.146
H 2.531 -0.608 -3.075
H 1.803 -2.040 -2.379
H -1.281 -1.145 -3.991
H -0.415 -2.419 -3.175
H -2.208 -0.294 -1.885
H -2.555 -2.017 -2.123
H -1.176 -3.630 -0.572
H 0.178 -2.903 -1.436
H -0.600 -4.705 1.304
H 2.717 -3.485 3.666
H 3.839 -0.368 0.459
H 2.677 0.462 1.483
H 4.429 0.514 1.885
H 4.997 -2.495 1.395
H 5.626 -1.417 2.649
H 4.804 -2.912 3.096
H 2.230 -0.272 3.840
H 3.167 -1.578 4.559
H 3.975 -0.080 4.109
H -0.195 -6.754 2.225
H -0.422 -7.114 3.936
H -1.253 -5.737 3.213
H 2.328 -6.690 2.583
H 3.009 -5.738 3.901
H 2.011 -7.149 4.263
H -0.239 -4.235 5.024
H 0.482 -5.702 5.705
H 1.491 -4.299 5.350
H -3.051 -1.954 0.186
H -1.685 -2.037 1.307
H -4.494 -0.105 0.506
H -3.375 2.817 3.393
H -0.183 -0.063 4.179
H 0.168 1.036 5.526
H -1.496 0.502 5.225
H 1.085 1.520 2.786
H 0.484 3.145 2.452
H 1.209 2.794 4.033
H -2.196 2.926 5.185
H -0.526 3.443 5.377
H -1.482 4.044 4.017
H -4.950 4.132 2.342
H -6.664 3.747 2.517
H -5.505 3.139 3.696
H -5.015 3.146 -0.066
H -5.817 1.599 -0.323
H -6.752 2.984 0.244
H -6.342 0.784 3.284
H -7.534 1.456 2.160
H -6.463 0.151 1.643
S 2.480 2.637 -0.269
C 2.345 3.787 0.871
N 2.947 3.563 2.114
C 3.068 4.461 3.111
C 2.574 5.730 2.949
C 1.898 5.951 1.754
N 1.732 5.041 0.789
H 3.336 2.627 2.198
H 3.566 4.122 4.008
H 2.653 6.487 3.709
H 1.415 6.905 1.567
O -0.887 1.608 -1.208
N -0.673 2.946 -1.065
C -1.154 3.537 0.051
C -0.740 4.771 0.422
C 0.405 5.365 -0.253
C 0.517 4.901 -1.627
C 0.015 3.687 -1.961
H -1.894 2.959 0.587
H -1.183 5.256 1.280
H 0.424 6.453 -0.183
H 1.011 5.509 -2.368
H 0.127 3.253 -2.938
*
```

## Properties
Maximum force = 1.6 eV Å⁻¹
<S²> = 6.01
Energy relative to the best compared isomer or geometry (same formula, charge and spin) = 1.3033 eV


Entry 3:
This record from OMol25 describes a 5-piece molecular cluster, C43H68Cl2N6O9P2S2 overall at a distorted geometry. The level of theory is ωB97M-V/def2-TZVPD.

Geometry as ORCA input:
```
! wB97M-V def2-TZVPD RIJCOSX def2/J DEFGRID3
* xyz 0 1
C -8.267 -3.779 -1.020
O -8.663 -2.614 -1.709
C -7.648 -1.640 -1.802
C -8.014 -0.595 -2.841
C -7.224 0.697 -2.615
C -7.227 1.638 -3.825
C -5.932 2.433 -4.030
C -4.660 1.559 -3.995
C -3.688 1.903 -5.112
C -2.465 0.958 -5.226
C -2.677 -0.470 -4.811
C -3.696 -1.231 -5.363
Cl -4.702 -0.589 -6.627
C -3.953 -2.538 -4.983
C -3.171 -3.116 -4.005
C -2.114 -2.403 -3.455
C -1.839 -1.098 -3.863
N -0.695 -0.377 -3.362
P 0.784 -0.412 -4.357
O 0.739 1.052 -5.066
Cl 0.241 -1.597 -5.956
C -0.235 -0.698 -2.030
C 0.458 0.273 -1.312
C 0.998 0.018 -0.042
P 1.940 1.324 0.739
O 0.903 2.050 1.695
O 2.228 2.407 -0.417
S 3.634 0.802 1.537
C 0.816 -1.243 0.560
C 1.345 -1.692 1.906
C 1.017 -0.841 3.128
C -0.479 -0.575 3.374
N -0.658 0.807 3.840
C -0.476 0.978 5.276
C -0.124 2.412 5.598
C 1.092 2.735 6.183
C 1.465 4.051 6.410
C 0.605 5.074 6.051
C -0.632 4.775 5.507
C -0.990 3.455 5.293
O -2.237 3.220 4.758
C 0.119 -2.195 -0.170
C -0.391 -1.948 -1.440
S -1.173 -3.275 -2.257
H -7.907 -4.537 -1.722
H -9.127 -4.174 -0.481
H -7.480 -3.567 -0.290
H -6.692 -2.102 -2.083
H -7.496 -1.152 -0.828
H -7.786 -0.995 -3.832
H -9.090 -0.414 -2.802
H -7.671 1.204 -1.757
H -6.209 0.421 -2.320
H -7.486 1.098 -4.739
H -8.037 2.359 -3.677
H -5.884 3.238 -3.295
H -5.992 2.916 -5.009
H -4.979 0.519 -4.065
H -4.165 1.705 -3.032
H -3.291 2.901 -4.903
H -4.198 1.972 -6.071
H -2.129 0.945 -6.267
H -1.662 1.398 -4.654
H -4.759 -3.085 -5.452
H -3.363 -4.134 -3.691
H 0.331 1.692 -4.468
H 0.599 1.252 -1.754
H 1.377 2.550 2.375
H 3.193 2.429 -0.531
H 0.930 -2.687 2.070
H 2.429 -1.792 1.812
H 1.530 0.117 3.139
H 1.399 -1.395 3.990
H -0.820 -1.264 4.158
H -1.083 -0.729 2.481
H -1.560 1.160 3.556
H 0.362 0.359 5.596
H -1.352 0.671 5.871
H 1.783 1.945 6.455
H 2.430 4.272 6.849
H 0.881 6.111 6.195
H -1.338 5.554 5.248
H -2.609 2.426 5.160
H -0.024 -3.183 0.246
C 5.680 1.682 -5.017
N 5.453 1.782 -3.591
C 4.419 0.976 -2.968
C 6.155 2.613 -2.798
O 5.952 2.745 -1.605
H 4.779 1.951 -5.572
H 5.966 0.665 -5.293
H 6.482 2.359 -5.305
H 3.686 1.618 -2.484
H 4.850 0.318 -2.213
H 3.914 0.383 -3.726
H 6.926 3.187 -3.338
C 4.665 5.166 1.680
N 3.884 5.850 2.695
C 2.557 5.355 3.018
C 4.340 6.928 3.358
O 3.716 7.524 4.215
H 4.145 5.182 0.720
H 4.833 4.126 1.967
H 5.628 5.658 1.562
H 1.805 6.123 2.835
H 2.501 5.068 4.069
H 2.352 4.494 2.386
H 5.356 7.228 3.047
C 4.528 -4.593 -1.977
N 3.780 -4.628 -0.737
C 4.495 -4.654 0.528
C 2.437 -4.630 -0.710
O 1.772 -4.645 0.310
H 5.164 -5.476 -2.069
H 5.157 -3.703 -2.022
H 3.836 -4.573 -2.817
H 4.236 -5.551 1.092
H 4.231 -3.786 1.133
H 5.564 -4.645 0.332
H 1.979 -4.597 -1.714
C 4.214 -5.321 4.866
N 2.956 -4.801 5.355
C 1.736 -5.561 5.137
C 2.869 -3.625 6.005
O 1.834 -3.147 6.427
H 4.184 -5.447 3.782
H 4.439 -6.287 5.322
H 5.015 -4.626 5.113
H 1.023 -4.978 4.554
H 1.267 -5.812 6.088
H 1.979 -6.474 4.600
H 3.842 -3.116 6.117
*
```

## Properties
E_tot = -138359.562 eV
Maximum force = 1.4 eV Å⁻¹


Entry 4:
This record from OMol25 describes C43H72CrN3O2P3Si as an isolated structure. The level of theory is ωB97M-V/def2-TZVPD.

Geometry as ORCA input:
```
! wB97M-V def2-TZVPD RIJCOSX def2/J DEFGRID3
* xyz 0 5
Cr 0.256 -0.872 -0.001
C -0.012 -3.414 3.444
C 1.156 -2.436 3.285
C 2.279 -3.028 2.416
P 0.566 -0.780 2.658
C -0.414 -0.265 4.213
C -1.912 -0.566 4.234
C -0.221 1.200 4.612
C 1.989 0.349 2.970
C 2.940 0.014 3.937
C 3.855 0.954 4.391
C 3.817 2.248 3.895
C 2.906 2.578 2.902
C 1.993 1.640 2.405
Si 1.011 2.143 0.862
C -0.591 2.942 1.500
C -0.467 4.122 2.240
C -1.525 4.680 2.941
C -2.754 4.045 2.918
C -2.916 2.890 2.168
C -1.871 2.307 1.441
P -2.347 0.888 0.295
C -3.415 1.824 -0.919
C -2.559 2.974 -1.465
C -4.780 2.379 -0.523
C -3.459 -0.323 1.210
C -3.856 -1.394 0.184
C -4.683 0.012 2.064
C 1.309 3.082 -1.660
C 1.081 4.445 -1.872
C 0.420 4.944 -2.977
C -0.016 4.065 -3.952
C 0.171 2.708 -3.754
C 0.785 2.158 -2.621
P 0.626 0.274 -2.566
C -0.989 0.007 -3.551
C -1.722 -1.227 -3.017
C -0.976 -0.138 -5.081
C 1.894 -0.444 -3.758
C 3.041 -1.172 -3.053
C 2.455 0.541 -4.783
H 0.365 -4.417 3.658
H -0.627 -3.472 2.541
H -0.669 -3.130 4.263
H 1.548 -2.257 4.285
H 1.950 -3.943 1.915
H 3.138 -3.313 3.025
H 2.636 -2.327 1.662
H 0.077 -0.891 4.966
H -2.451 0.181 3.654
H -2.268 -0.488 5.264
H -2.179 -1.557 3.866
H -0.515 1.881 3.809
H 0.805 1.430 4.894
H -0.865 1.405 5.471
H 2.977 -0.976 4.368
H 4.584 0.672 5.140
H 4.520 2.989 4.254
H 2.945 3.551 2.422
H 0.503 4.609 2.269
H -1.389 5.597 3.501
H -3.596 4.454 3.464
H -3.901 2.451 2.126
H -3.567 1.089 -1.720
H -2.555 3.803 -0.755
H -2.965 3.344 -2.410
H -1.519 2.695 -1.626
H -4.683 3.178 0.213
H -5.457 1.625 -0.129
H -5.252 2.813 -1.409
H -2.725 -0.792 1.866
H -4.511 -0.989 -0.592
H -4.396 -2.204 0.680
H -2.982 -1.823 -0.310
H -5.508 0.388 1.463
H -4.479 0.727 2.858
H -5.035 -0.904 2.549
H 1.506 5.093 -1.112
H 0.267 6.011 -3.087
H -0.502 4.415 -4.855
H -0.199 2.055 -4.523
H -1.587 0.884 -3.296
H -1.290 -2.134 -3.453
H -2.773 -1.207 -3.314
H -1.687 -1.283 -1.927
H -0.320 -0.943 -5.414
H -0.696 0.759 -5.626
H -1.985 -0.403 -5.409
H 1.317 -1.212 -4.278
H 3.789 -0.463 -2.696
H 3.542 -1.840 -3.758
H 2.680 -1.778 -2.218
H 2.875 1.416 -4.286
H 1.696 0.893 -5.480
H 3.249 0.064 -5.364
N 3.628 -0.208 0.389
C 4.151 1.155 0.125
C 3.305 1.894 -0.899
C 2.187 2.848 -0.395
O 2.692 3.977 0.185
O 0.389 0.916 0.072
H 4.180 -0.621 1.133
H 3.793 -0.773 -0.438
H 5.187 1.101 -0.229
H 4.167 1.713 1.057
H 2.921 1.161 -1.617
H 3.952 2.581 -1.458
C 1.525 -5.585 -1.060
C 0.301 -4.958 -1.721
C -0.986 -5.569 -1.157
C 0.357 -5.166 -3.231
N 0.362 -3.492 -1.539
N 0.208 -3.044 -0.187
H 1.590 -6.644 -1.315
H 1.479 -5.520 0.030
H 2.435 -5.089 -1.403
H -1.066 -6.616 -1.450
H -1.866 -5.045 -1.539
H -1.012 -5.546 -0.064
H 0.423 -6.228 -3.468
H 1.228 -4.658 -3.648
H -0.539 -4.768 -3.714
H -0.374 -3.049 -2.075
H 1.048 -3.332 0.310
H -0.572 -3.512 0.280
*
```

## Properties
Maximum force = 0.6 eV Å⁻¹
<S²> = 6.02
Energy relative to the best compared isomer or geometry (same formula, charge and spin) = 3.0357 eV